Record 1
65
Properties=species:S:1:pos:R:3 method="wB97M-V/def2-TZVPD" homo_lumo_gap_ha=0.2372 lumo_ev=-6.98 e_homo_ev=-13.43 charge=+2 relative_energy_kcal_mol=0.7
Pt 0.736 -0.786 -0.012
O -2.338 2.791 2.497
C -1.103 3.268 2.736
C -0.917 4.456 3.441
C 0.350 4.949 3.667
C 1.474 4.273 3.192
C 1.304 3.104 2.491
C 0.022 2.572 2.252
C -0.076 1.320 1.520
O 1.038 0.943 0.889
N -1.200 0.628 1.488
N -1.055 -0.492 0.764
C -1.938 -1.404 0.580
C -1.466 -2.575 -0.159
C -2.268 -3.661 -0.450
C -1.724 -4.734 -1.150
C -0.394 -4.697 -1.532
C 0.367 -3.585 -1.210
N -0.156 -2.559 -0.543
H -2.993 3.387 2.879
H -1.785 4.990 3.810
H 0.468 5.871 4.221
H 2.465 4.660 3.376
H 2.164 2.566 2.122
H -2.935 -1.307 0.994
H -3.301 -3.665 -0.132
H -2.338 -5.591 -1.392
H 0.061 -5.514 -2.074
H 1.413 -3.502 -1.477
S 3.050 -1.185 -0.481
C 2.856 -1.847 1.107
N 1.630 -1.724 1.546
C 1.400 -2.305 2.794
C 0.225 -2.318 3.532
C 0.239 -2.946 4.762
C 1.399 -3.541 5.257
C 2.574 -3.512 4.534
C 2.560 -2.885 3.291
S 3.891 -2.678 2.177
H -0.665 -1.828 3.160
H -0.660 -2.971 5.364
H 1.377 -4.022 6.225
H 3.479 -3.960 4.922
C 1.516 2.880 -3.369
C 0.061 2.849 -2.914
N -0.665 1.627 -3.299
C -1.505 1.702 -4.511
C -0.742 1.403 -5.793
C -0.509 0.497 -2.622
C -1.294 -0.709 -3.037
N 0.322 0.427 -1.599
H 1.974 3.818 -3.056
H 1.589 2.816 -4.452
H 2.108 2.065 -2.949
H -0.483 3.683 -3.352
H -0.023 2.975 -1.831
H -1.912 2.711 -4.539
H -2.357 1.038 -4.393
H -0.010 2.178 -6.013
H -1.437 1.359 -6.631
H -0.217 0.448 -5.738
H -2.352 -0.570 -2.812
H -0.928 -1.591 -2.527
H -1.200 -0.876 -4.108
H 0.834 1.285 -1.435


Record 2
48
Properties=species:S:1:pos:R:3 method="wB97M-V/def2-TZVPD" homo_lumo_gap_ha=0.3184 lumo_ev=0.05 e_homo_ev=-8.62 smiles=N#Cc1ccc([C@@H](C#N)C2(c3ccccc3)c3ccccc3-c3ccccc32)cc1 charge=0 relative_energy_kcal_mol=0.0
C -0.486 0.021 1.284
C -1.343 1.093 1.781
N -1.997 1.938 2.252
C 1.000 0.370 1.559
C 1.912 -0.680 1.704
C 3.221 -0.449 2.120
C 3.646 0.850 2.417
C 5.013 1.103 2.826
N 6.130 1.315 3.113
C 2.740 1.903 2.272
C 1.423 1.669 1.850
H -0.666 -0.884 1.893
H 1.588 -1.703 1.512
H 3.913 -1.284 2.225
H 3.067 2.917 2.506
H 0.746 2.521 1.762
C -0.876 -0.243 -0.168
C -2.377 -0.603 -0.184
C -2.796 -1.709 0.562
C -4.157 -1.993 0.714
C -5.109 -1.161 0.121
C -4.694 -0.115 -0.704
C -3.327 0.129 -0.896
C -0.443 1.024 -0.938
C 0.764 0.760 -1.612
C 1.440 1.759 -2.302
C 0.905 3.048 -2.307
C -0.319 3.299 -1.680
C -1.028 2.275 -1.019
C 1.069 -0.672 -1.493
C 0.042 -1.309 -0.770
C -0.053 -2.688 -0.761
C 1.022 -3.421 -1.295
C 2.110 -2.779 -1.895
C 2.124 -1.390 -2.034
H -2.058 -2.348 1.052
H -4.451 -2.857 1.312
H -6.167 -1.340 0.304
H -5.428 0.519 -1.201
H -3.008 0.915 -1.576
H 2.353 1.496 -2.829
H 1.428 3.857 -2.815
H -0.750 4.299 -1.690
H -2.003 2.468 -0.561
H -0.923 -3.172 -0.323
H 0.970 -4.506 -1.236
H 2.928 -3.381 -2.281
H 2.905 -0.859 -2.573


Record 3
129
Properties=species:S:1:pos:R:3 method="wB97M-V/def2-TZVPD" homo_lumo_gap_ha=0.3602 lumo_ev=0.07 e_homo_ev=-9.74 smiles="COCCCCCC(=O)O[C@H](I)CC(C)C.CCOS(C)(=O)=O.CCOS(C)(=O)=O.CCOS(C)(=O)=O.CCOS(C)(=O)=O.CCOS(C)(=O)=O.CCOS(C)(=O)=O" charge=0
C 3.482 3.345 -1.843
O 2.104 3.176 -1.561
C 1.839 2.817 -0.232
C 2.156 1.367 0.093
C 1.564 0.990 1.453
C 1.224 -0.507 1.577
C 2.276 -1.331 2.328
C 1.683 -2.080 3.498
O 0.478 -2.329 3.576
O 2.516 -2.423 4.530
C 3.797 -2.944 4.183
I 3.546 -4.758 3.046
C 4.504 -3.190 5.491
C 5.981 -3.652 5.424
C 6.780 -2.903 6.515
C 6.672 -3.421 4.068
H 3.896 2.426 -2.251
H 4.047 3.629 -0.959
H 3.580 4.140 -2.573
H 0.774 2.958 -0.068
H 2.342 3.475 0.481
H 3.235 1.219 0.142
H 1.778 0.713 -0.687
H 2.236 1.298 2.250
H 0.639 1.546 1.580
H 0.247 -0.621 2.023
H 1.158 -0.905 0.570
H 2.694 -2.083 1.663
H 3.093 -0.688 2.643
H 4.307 -2.193 3.594
H 4.418 -2.271 6.062
H 3.917 -3.935 6.019
H 6.026 -4.712 5.639
H 7.382 -2.114 6.078
H 6.134 -2.490 7.281
H 7.456 -3.587 7.019
H 7.733 -3.291 4.260
H 6.590 -4.299 3.441
H 6.350 -2.520 3.563
O -3.612 3.179 -0.469
S -3.549 2.474 -1.722
O -2.714 1.316 -1.816
O -3.143 3.508 -2.859
C -1.896 4.211 -2.662
C -0.702 3.316 -2.926
C -5.160 2.092 -2.296
H -1.876 4.635 -1.657
H -1.912 5.040 -3.367
H -0.649 2.506 -2.202
H 0.228 3.876 -2.867
H -0.787 2.868 -3.917
H -5.781 2.981 -2.240
H -5.557 1.315 -1.646
H -5.085 1.728 -3.318
O -7.355 1.964 0.461
S -6.506 2.088 1.611
O -5.488 1.110 1.838
O -7.423 2.211 2.906
C -8.413 1.187 3.145
C -7.811 -0.114 3.640
C -5.799 3.689 1.666
H -9.005 1.040 2.240
H -9.070 1.607 3.903
H -7.187 -0.579 2.882
H -8.606 -0.812 3.902
H -7.187 0.058 4.516
H -6.583 4.426 1.513
H -5.056 3.725 0.863
H -5.317 3.822 2.631
O -5.425 -1.668 3.075
S -5.217 -2.430 1.882
O -5.415 -3.846 1.898
O -3.781 -2.099 1.300
C -2.629 -2.223 2.167
C -2.219 -3.652 2.438
C -6.142 -1.734 0.557
H -2.814 -1.679 3.094
H -1.833 -1.704 1.639
H -2.977 -4.184 3.013
H -1.296 -3.662 3.003
H -2.075 -4.193 1.501
H -5.968 -0.661 0.533
H -7.189 -1.950 0.756
H -5.830 -2.206 -0.370
O -5.650 1.331 -5.709
S -6.259 1.242 -7.002
O -7.606 0.783 -7.125
O -5.314 0.384 -7.945
C -4.916 -0.931 -7.490
C -6.032 -1.952 -7.584
C -6.093 2.774 -7.848
H -4.523 -0.857 -6.475
H -4.092 -1.211 -8.142
H -6.847 -1.717 -6.902
H -5.649 -2.939 -7.328
H -6.442 -1.979 -8.593
H -5.063 3.111 -7.773
H -6.762 3.478 -7.357
H -6.389 2.634 -8.883
O 8.626 0.527 4.604
S 8.164 0.453 3.253
O 8.349 -0.740 2.490
O 8.736 1.694 2.445
C 10.168 1.901 2.453
C 10.914 0.912 1.580
C 6.464 0.910 3.186
H 10.529 1.881 3.482
H 10.303 2.913 2.078
H 10.832 -0.102 1.966
H 11.970 1.178 1.542
H 10.510 0.915 0.568
H 6.322 1.831 3.743
H 5.904 0.097 3.643
H 6.175 1.029 2.145
O 1.643 -2.472 -5.403
S 2.083 -2.271 -4.056
O 1.555 -3.077 -3.002
O 1.915 -0.736 -3.689
C 0.609 -0.133 -3.879
C -0.402 -0.548 -2.833
C 3.841 -2.324 -3.989
H 0.257 -0.353 -4.888
H 0.791 0.938 -3.821
H -0.633 -1.610 -2.901
H -1.329 0.009 -2.961
H -0.016 -0.360 -1.830
H 4.244 -1.692 -4.775
H 4.130 -3.360 -4.146
H 4.162 -1.988 -3.008


Record 4
20
Properties=species:S:1:pos:R:3 method="wB97M-V/def2-TZVPD" homo_lumo_gap_ha=0.4126 lumo_ev=0.60 e_homo_ev=-10.63 smiles=CC(C)C.O.O charge=0 relative_energy_kcal_mol=53.3
C 0.019 0.816 -1.770
C 0.406 -0.575 -1.185
C 0.979 -0.740 0.259
C -0.786 -1.466 -1.323
H 0.286 1.517 -1.092
H 0.468 0.836 -2.812
H -1.134 0.960 -1.911
H 1.271 -1.046 -1.797
H 1.018 -1.767 0.651
H 0.471 -0.063 0.860
H 2.180 -0.637 0.508
H -1.223 -1.313 -2.290
H -0.546 -2.582 -1.331
H -1.471 -1.173 -0.511
H -1.718 -0.414 2.915
H -1.250 0.872 2.431
O -2.038 0.478 2.697
H 0.339 2.565 1.653
H 1.785 1.837 1.933
O 0.944 1.897 2.114


Record 5
12
Properties=species:S:1:pos:R:3 method="wB97M-V/def2-TZVPD" homo_lumo_gap_ha="0.2054 / 0.2281" lumo_ev="-1.70 / -1.46" e_homo_ev="-7.29 / -7.67" charge=0 relative_energy_kcal_mol=98.3
C -0.805 1.310 0.836
N 1.125 0.152 0.134
N -0.229 0.528 -0.217
P -0.928 0.195 -1.640
S -0.042 -2.737 -0.427
H -1.888 1.115 0.868
H -0.330 1.011 1.763
H -0.661 2.353 0.636
H 1.391 0.568 0.986
H 1.103 -0.829 0.315
H 0.084 -0.603 -2.320
H 1.179 -3.063 -0.934


Record 6
115
Properties=species:S:1:pos:R:3 method="wB97M-V/def2-TZVPD" homo_lumo_gap_ha=0.2273 lumo_ev=3.92 e_homo_ev=-2.27 charge=-2 relative_energy_kcal_mol=20.4
Pb 0.915 0.432 -0.426
O -1.075 7.389 1.224
C -1.043 6.911 0.087
O -1.369 7.397 -1.001
C -0.462 5.446 -0.001
C -0.080 4.758 1.141
C 0.470 3.482 1.024
N 0.638 2.910 -0.168
C 0.361 3.593 -1.280
C -0.204 4.864 -1.233
C 0.846 2.985 -2.525
C 0.569 3.498 -3.792
C 1.162 2.914 -4.895
C 2.055 1.865 -4.703
C 2.267 1.414 -3.412
N 1.661 1.939 -2.365
C 1.077 2.791 2.174
C 0.812 3.133 3.502
C 1.603 2.585 4.497
C 2.622 1.712 4.149
C 2.772 1.390 2.806
N 2.028 1.916 1.858
H -0.218 5.262 2.086
H -0.440 5.438 -2.116
H -0.106 4.331 -3.907
H 0.946 3.283 -5.889
H 2.559 1.405 -5.538
H 2.942 0.599 -3.186
H 0.015 3.813 3.760
H 1.432 2.848 5.533
H 3.286 1.297 4.895
H 3.542 0.708 2.470
Br 0.179 -3.293 1.851
C 2.048 -2.955 2.101
C 2.703 -3.554 3.166
C 4.061 -3.301 3.286
C 4.666 -2.466 2.367
C 3.906 -1.920 1.334
N 2.610 -2.177 1.212
C 4.607 -1.019 0.286
O 5.683 -0.546 0.661
O 4.034 -0.907 -0.812
H 2.182 -4.199 3.856
H 4.619 -3.757 4.095
H 5.717 -2.228 2.412
C 1.519 -2.353 -5.459
C 1.499 -3.336 -4.305
Sb 2.384 -2.385 -2.475
C 4.436 -2.531 -3.284
C 4.817 -3.731 -4.130
C 2.524 -4.266 -1.329
C 2.179 -5.566 -2.027
H 1.111 -2.796 -6.372
H 2.535 -2.024 -5.675
H 0.926 -1.473 -5.215
H 2.040 -4.242 -4.571
H 0.468 -3.613 -4.085
H 5.068 -2.481 -2.403
H 4.603 -1.615 -3.850
H 4.666 -4.662 -3.588
H 5.874 -3.677 -4.407
H 4.239 -3.771 -5.051
H 1.863 -4.136 -0.477
H 3.544 -4.289 -0.949
H 1.149 -5.559 -2.377
H 2.292 -6.405 -1.335
H 2.830 -5.752 -2.879
O -0.769 0.347 1.233
Si -2.152 0.397 1.947
C -1.938 0.761 3.812
C -2.922 1.338 4.605
C -2.744 1.508 5.968
C -1.564 1.102 6.567
C -0.567 0.532 5.794
C -0.761 0.366 4.435
C -3.126 -1.255 1.949
C -3.011 -2.160 2.997
C -3.660 -3.383 2.978
C -4.439 -3.733 1.888
C -4.585 -2.837 0.841
C -3.943 -1.612 0.882
C -3.392 1.669 1.267
C -4.767 1.581 1.450
C -5.633 2.473 0.842
C -5.137 3.503 0.059
C -3.768 3.638 -0.100
C -2.918 2.715 0.485
H -3.845 1.668 4.148
H -3.524 1.948 6.578
H -1.419 1.238 7.631
H 0.358 0.215 6.262
H 0.017 -0.071 3.826
H -2.398 -1.894 3.849
H -3.548 -4.075 3.807
H -4.929 -4.699 1.847
H -5.199 -3.108 -0.011
H -4.085 -0.905 0.079
H -5.168 0.781 2.061
H -6.704 2.369 0.981
H -5.814 4.198 -0.423
H -3.365 4.458 -0.680
H -1.856 2.791 0.334
C -1.846 -1.474 -3.252
C -2.027 -0.400 -2.180
C -3.306 0.399 -2.451
C -0.811 0.531 -2.146
H -2.625 -2.234 -3.187
H -0.874 -1.948 -3.132
H -1.892 -1.031 -4.248
H -2.136 -0.898 -1.214
H -3.245 0.886 -3.424
H -3.437 1.167 -1.693
H -4.192 -0.236 -2.449
H -1.169 1.553 -2.024
H -0.332 0.499 -3.128


What E_tot values result from the calculations? In sequence: -2401.7995; -1187.3095; -5452.4292; -311.1950; -891.2179; -5828.5335 a.u..